[1]
{
  "formula": "C10H38BrNO17PSSi",
  "method": "ωB97M-V/def2-TZVPD",
  "orbital_gap_ev": 6.39,
  "e_lumo_ev": 1.22,
  "charge": -1,
  "symbols": ["C", "C", "O", "S", "O", "O", "C", "C", "P", "O", "O", "O", "Si", "C", "C", "C", "C", "N", "C", "O", "O", "C", "Br", "H", "H", "H", "H", "H", "H", "H", "H", "H", "H", "H", "H", "H", "H", "H", "H", "H", "H", "H", "H", "O", "H", "H", "O", "H", "H", "O", "H", "H", "O", "H", "H", "O", "H", "H", "O", "H", "H", "O", "H", "H", "O", "H", "H", "O", "H", "H"],
  "xyz": [[-2.75, -2.24, -3.36], [-2.12, -0.93, -2.53], [-1.63, -0.02, -3.56], [-0.78, 1.22, -2.71], [-1.75, 1.72, -1.61], [-0.61, 2.37, -3.73], [0.87, 0.54, -2.02], [1.91, 0.59, -3.28], [2.74, 2.17, -3.82], [2.83, 2.12, -5.44], [4.46, 2.25, -3.37], [2.07, 3.70, -3.46], [1.41, 1.64, -0.55], [3.35, 1.87, -0.40], [0.72, 3.49, -0.64], [0.87, 1.12, 1.22], [0.53, -1.03, -1.67], [1.31, -1.57, -0.45], [0.98, -2.13, -2.85], [2.01, -2.99, -2.64], [0.35, -2.22, -4.18], [-1.04, -1.41, -1.41], [-1.79, -1.00, 0.39], [-2.71, -3.24, -2.74], [-3.89, -1.95, -3.58], [-2.24, -2.33, -4.43], [-3.06, -0.50, -1.94], [2.82, -0.14, -3.01], [1.30, 0.20, -4.23], [4.91, 1.66, -4.07], [1.60, 4.06, -4.27], [3.71, 1.88, 0.73], [3.82, 0.97, -1.01], [3.61, 2.87, -0.98], [-0.05, 3.72, 0.21], [1.62, 4.26, -0.50], [0.20, 3.73, -1.65], [1.39, 1.91, 1.95], [1.23, 0.08, 1.58], [-0.30, 1.31, 1.39], [2.33, -1.43, -0.57], [1.04, -2.56, -0.26], [-1.06, -2.61, -1.46], [-2.33, -1.20, 3.71], [-3.15, -1.69, 3.53], [-1.96, -1.03, 2.84], [0.12, 2.39, 3.78], [0.11, 2.84, 4.64], [-0.54, 1.69, 3.88], [-2.95, -2.08, 6.73], [-3.76, -2.57, 6.54], [-2.57, -1.91, 5.85], [-1.05, -4.78, 6.91], [-0.18, -4.42, 7.16], [-1.64, -4.02, 6.98], [5.66, 3.23, -6.97], [4.73, 3.16, -6.69], [5.74, 2.56, -7.66], [-1.15, 0.40, 7.60], [-1.15, 0.85, 8.46], [-1.81, -0.30, 7.70], [-3.85, 0.30, 9.33], [-4.23, 1.01, 8.79], [-3.80, -0.45, 8.72], [-3.19, -2.11, -6.45], [-3.35, -1.17, -6.26], [-2.37, -2.10, -6.97], [-0.29, -3.17, 2.60], [-0.30, -2.72, 3.46], [-0.95, -3.87, 2.70]],
  "mulliken_charge": [-1.021, 0.326, -0.326, 1.005, -0.619, -0.690, 0.698, -0.580, 0.927, -0.790, -0.563, -0.512, 0.477, -0.895, -0.895, -0.861, 0.044, -0.321, 0.148, -0.709, -0.664, -1.152, -0.049, 0.240, 0.260, 0.231, 0.539, 0.436, 0.407, 0.359, 0.324, 0.298, 0.257, 0.246, 0.266, 0.294, 0.235, 0.280, 0.288, 0.111, 0.272, 0.307, 0.618, -0.620, 0.342, 0.035, -0.571, 0.271, 0.289, -0.622, 0.293, 0.354, -0.649, 0.318, 0.353, -0.661, 0.345, 0.307, -0.613, 0.323, 0.285, -0.650, 0.334, 0.293, -0.664, 0.319, 0.325, -0.555, 0.294, 0.281]
}

[2]
{
  "formula": "C10H38N2O9",
  "method": "ωB97M-V/def2-TZVPD",
  "orbital_gap_ev": 9.53,
  "e_lumo_ev": 0.07,
  "smiles": "COC[C@H](C)N.COC[C@H](C)N.OCCO.O.O.O.O.O",
  "charge": 0,
  "symbols": ["O", "H", "H", "O", "H", "H", "O", "H", "H", "O", "H", "H", "O", "H", "H", "C", "C", "O", "O", "H", "H", "H", "H", "H", "H", "C", "C", "C", "O", "C", "N", "H", "H", "H", "H", "H", "H", "H", "H", "H", "H", "H", "C", "C", "C", "O", "C", "N", "H", "H", "H", "H", "H", "H", "H", "H", "H", "H", "H"],
  "xyz": [[-1.11, -0.43, -0.56], [-0.25, -0.62, -0.13], [-1.20, -1.12, -1.24], [-2.72, 2.12, -2.54], [-2.58, 1.65, -1.70], [-3.32, 1.55, -3.04], [1.00, -1.18, 0.98], [1.60, -1.32, 0.21], [1.13, -1.96, 1.54], [-1.63, -2.93, -1.77], [-1.00, -3.52, -2.19], [-2.45, -3.43, -1.73], [-2.81, 1.25, 0.72], [-2.22, 0.62, 0.26], [-3.01, 0.82, 1.57], [0.41, 1.31, -4.43], [-0.01, -0.04, -3.96], [0.09, -0.99, -5.03], [1.81, 1.32, -4.69], [0.21, 2.03, -3.62], [-0.13, 1.66, -5.32], [-0.99, -0.04, -3.50], [0.75, -0.36, -3.24], [1.00, -1.00, -5.37], [2.05, 2.25, -4.83], [3.76, 2.15, -2.00], [2.89, 1.11, -1.31], [3.35, -0.27, -1.75], [2.62, -1.40, -1.21], [2.84, -2.58, -1.96], [2.99, 1.34, 0.15], [3.53, 3.18, -1.73], [3.54, 2.18, -3.08], [4.84, 2.00, -1.95], [1.86, 1.36, -1.61], [4.39, -0.43, -1.47], [3.30, -0.26, -2.85], [3.92, -2.73, -2.02], [2.43, -2.52, -2.97], [2.42, -3.45, -1.48], [2.52, 2.21, 0.34], [2.42, 0.65, 0.61], [-2.14, 1.85, 4.70], [-2.81, 0.70, 5.42], [-2.30, -0.68, 4.93], [-2.67, -0.77, 3.56], [-1.99, -1.77, 2.85], [-2.56, 0.87, 6.88], [-2.72, 2.75, 4.92], [-2.23, 1.71, 3.62], [-1.08, 1.99, 4.92], [-3.89, 0.80, 5.36], [-2.79, -1.49, 5.47], [-1.21, -0.58, 5.01], [-2.01, -2.72, 3.40], [-0.96, -1.54, 2.57], [-2.56, -2.11, 1.99], [-2.76, -0.04, 7.29], [-1.54, 0.86, 7.01]],
  "mulliken_charge": [-0.509, 0.423, 0.217, -0.633, 0.305, 0.305, -0.644, 0.369, 0.323, -0.565, 0.274, 0.251, -0.701, 0.466, 0.282, -0.565, 0.610, -0.618, -0.568, 0.342, 0.402, 0.192, -0.412, 0.357, 0.289, -1.592, 1.045, -1.102, -0.511, -0.821, -0.766, 0.383, 0.242, 0.352, 0.053, 0.573, 0.419, 0.329, 0.238, 0.321, 0.334, 0.299, -1.111, 0.362, -0.658, -0.286, -0.789, -0.761, 0.335, 0.196, 0.313, 0.301, 0.340, 0.299, 0.425, 0.206, 0.271, 0.267, 0.301]
}

[3]
{
  "formula": "C10H39B2N8O8Pd",
  "method": "ωB97M-V/def2-TZVPD",
  "orbital_gap_ev": [8.90, 6.11],
  "e_lumo_ev": [-0.55, -3.35],
  "charge": 0,
  "spin_multiplicity": 4,
  "symbols": ["N", "H", "H", "H", "H", "Pd", "B", "H", "H", "H", "H", "B", "H", "H", "H", "H", "C", "O", "O", "O", "C", "O", "C", "C", "N", "C", "C", "O", "C", "H", "H", "H", "H", "H", "H", "H", "H", "H", "H", "H", "H", "H", "H", "H", "C", "O", "N", "N", "H", "H", "H", "H", "C", "O", "N", "N", "H", "H", "H", "H", "C", "O", "N", "N", "H", "H", "H", "H"],
  "xyz": [[-0.32, -1.87, 1.75], [-1.17, -2.36, 1.95], [0.56, -2.37, 1.83], [-0.18, -1.16, 2.46], [-0.30, -1.37, 0.88], [0.47, -1.78, -2.48], [0.64, -3.56, -0.70], [-0.39, -3.55, -1.02], [1.33, -3.94, -1.44], [0.92, -2.52, -0.62], [0.91, -4.14, 0.16], [-0.59, -0.25, -1.11], [-1.16, 0.55, -0.66], [-0.69, -0.14, -2.18], [0.45, -0.12, -0.86], [-0.98, -1.23, -0.89], [2.58, -0.69, -3.71], [2.64, -1.29, -2.66], [3.02, -1.03, -4.80], [1.40, -0.44, -3.99], [0.74, 0.50, 6.26], [-0.51, -0.04, 6.55], [-1.18, -0.73, 5.52], [-1.63, 0.17, 4.44], [-0.65, 0.50, 3.35], [-1.18, 1.17, 2.12], [0.04, 1.74, 1.42], [0.71, 2.69, 2.33], [1.54, 3.69, 1.60], [0.89, 0.90, 5.26], [1.49, -0.24, 6.55], [1.14, 1.34, 6.83], [-2.11, -1.19, 5.88], [-0.52, -1.50, 5.13], [-1.82, 1.10, 4.97], [-2.56, -0.25, 4.04], [0.06, 1.12, 3.70], [-1.94, 1.87, 2.45], [-1.64, 0.43, 1.46], [-0.35, 2.10, 0.47], [0.76, 0.97, 1.18], [1.11, 4.36, 0.85], [2.20, 3.17, 0.90], [2.19, 4.19, 2.32], [-4.23, -0.13, -1.82], [-5.38, -0.11, -1.98], [-3.40, 0.88, -1.89], [-3.43, -1.23, -1.66], [-2.40, 0.74, -1.88], [-3.88, 1.74, -2.10], [-2.55, -1.12, -1.17], [-3.82, -2.14, -1.86], [5.04, 0.15, -0.74], [5.99, 0.79, -0.36], [3.74, 0.61, -0.74], [5.02, -1.06, -1.18], [3.21, -0.02, -1.32], [3.64, 1.62, -0.77], [5.89, -1.58, -1.23], [4.19, -1.33, -1.68], [-1.21, 0.82, -5.76], [-0.15, 0.48, -6.24], [-1.76, 1.93, -6.06], [-1.97, 0.02, -5.12], [-2.66, 2.24, -5.73], [-1.43, 2.50, -6.83], [-2.81, 0.27, -4.61], [-1.54, -0.83, -4.78]],
  "lowdin_spin": [0.001, 0.000, 0.000, 0.000, 0.000, 1.486, 0.064, 0.006, 0.014, 0.031, 0.011, 0.054, 0.019, 0.028, 0.009, 0.006, 0.036, 0.165, 0.545, 0.514, 0.000, 0.000, 0.000, 0.000, 0.000, 0.001, 0.001, 0.000, 0.000, 0.000, 0.000, 0.000, 0.000, 0.000, 0.000, 0.000, 0.000, 0.000, 0.001, 0.000, 0.000, 0.000, 0.000, 0.000, 0.000, 0.001, 0.001, 0.002, 0.001, 0.000, 0.000, 0.000, 0.000, 0.001, 0.000, 0.003, -0.001, 0.000, 0.000, 0.001, 0.000, -0.001, 0.000, 0.000, 0.000, 0.000, 0.000, 0.000]
}

[4]
{
  "formula": "C10H3AlCl5N3O8",
  "method": "ωB97M-V/def2-TZVPD",
  "orbital_gap_ev": 6.60,
  "e_lumo_ev": 4.33,
  "charge": -2,
  "symbols": ["Al", "Cl", "C", "C", "Cl", "C", "Cl", "C", "O", "C", "O", "C", "Cl", "O", "Cl", "O", "O", "O", "O", "N", "C", "C", "N", "C", "N", "C", "O", "H", "H", "H"],
  "xyz": [[0.22, 0.39, -0.06], [3.46, 3.33, 4.84], [2.48, 3.05, 3.43], [2.25, 4.07, 2.52], [2.94, 5.65, 2.79], [1.46, 3.84, 1.38], [1.18, 5.10, 0.22], [0.90, 2.59, 1.15], [0.16, 2.27, 0.11], [1.13, 1.53, 2.09], [0.56, 0.39, 1.78], [1.92, 1.77, 3.20], [2.19, 0.47, 4.31], [-1.21, -3.55, 0.10], [-1.17, -2.32, -0.64], [-2.47, -1.96, -1.12], [-0.74, -1.26, 0.35], [-0.21, -2.37, -1.70], [-0.77, 0.62, -1.60], [-1.71, 0.65, -2.44], [-2.92, 0.64, -1.95], [-3.27, 0.58, -0.56], [-3.59, 0.59, 0.55], [-4.01, 0.71, -2.90], [-4.90, 0.77, -3.62], [2.58, -0.42, -1.67], [1.79, 0.01, -0.63], [2.88, 0.41, -2.32], [2.06, -1.17, -2.30], [3.50, -0.89, -1.29]],
  "mulliken_charge": [0.160, -0.253, 0.236, 0.259, -0.253, 0.135, -0.238, 0.288, -0.540, 0.157, -0.707, 0.086, -0.237, -0.703, 1.789, -0.635, -0.399, -0.637, 0.187, -0.451, 1.010, 0.199, -0.594, -0.008, -0.586, -0.744, -0.211, 0.251, 0.190, 0.250]
}

Number 1: E -5340.6137 Ha. Number 2: E -1190.4074 Ha. Number 3: E -1621.5177 Ha. Number 4: E -3692.4501 Ha.